1.
The following is a quantum chemistry calculation of 2 unconnected molecules or ions with the total composition C5H13NO at a distorted geometry, from the OMol25 dataset.

```
20
Properties=species:S:1:pos:R:3:forces:R:3:mulliken_charge:R:1
C 1.7462 1.2933 0.9654 -0.825 0.173 -0.781 -0.21
H -2.3309 -0.6797 -1.5881 0.005 0.273 -0.001 0.30
H -0.9215 -2.4590 -2.7485 0.160 0.016 -0.087 0.31
H 0.0760 1.2208 -0.1111 0.355 0.421 0.055 0.26
C -0.4765 -1.4079 -0.9496 0.103 0.425 1.060 0.10
H 0.7323 -0.2011 2.1855 -0.146 0.032 -0.017 0.20
H 0.1957 -1.3841 -0.0866 0.153 -0.006 -0.199 0.15
H 2.2912 0.4708 0.4972 0.241 -0.074 0.181 0.23
O 0.8361 1.8261 -0.0211 0.092 -0.381 0.523 -0.54
H 2.4445 2.0945 1.1942 0.031 0.077 -0.134 0.33
C -1.5625 -0.6533 -0.8214 -0.055 -0.327 -0.204 -0.13
C 1.0627 0.8378 2.2469 0.450 -0.113 -0.109 -0.94
H -2.7943 0.1817 0.5177 -0.008 0.295 0.014 0.28
C -0.0793 -2.2872 -2.0740 -0.124 -0.212 -0.207 -1.16
H 0.2654 -3.2528 -1.6977 -0.109 -0.031 -0.033 0.30
H 0.2219 1.4857 2.4879 0.026 0.056 0.068 0.30
N -1.8111 0.2204 0.2789 -0.238 -0.724 -0.520 -0.52
H 0.7600 -1.8673 -2.6311 -0.066 0.059 -0.113 0.26
H 1.8086 0.8848 3.0424 -0.196 -0.044 0.192 0.35
H -1.3025 -0.1195 1.0803 0.152 0.084 0.312 0.12
```
Positions in Å, forces in eV/Å.

Values from the calculation:
DFT total energy ... -328.2643 a.u.
Energy above the lowest of the compared OMol25 structures with the same formula, charge and spin ... 1.484 eV
HOMO ... -8.58 eV
2S+1 ... 1
Charge ... 0
SMILES ... C/C=C/N.CCO

***

2.
The following is a quantum chemistry calculation of 2 unconnected molecules or ions with the total composition C4H11NO2 at a distorted geometry, from the OMol25 dataset.

```
18
Properties=species:S:1:pos:R:3:forces:R:3:mulliken_charge:R:1
H 1.3223 -0.0452 1.4935 0.071 -0.541 -0.256 0.34
H -2.3175 1.6069 -1.4109 0.946 0.534 0.423 0.32
C 0.3216 -0.2316 1.0846 0.850 0.869 0.061 -0.46
C 1.7089 -2.4169 -0.6535 0.834 -0.444 0.820 -0.89
C -0.4289 1.0152 1.5428 -1.345 -2.133 -0.962 -0.08
H 2.1249 -2.6246 0.3405 -0.896 0.049 0.356 0.27
C 0.3989 -0.3359 -0.4599 -0.121 -1.905 0.686 -0.49
H 0.7771 -2.9648 -0.8520 -0.011 0.018 0.189 0.31
O -3.0973 1.1972 -1.7414 -0.919 -0.318 -0.549 -0.62
H -3.1982 0.3885 -1.2405 -0.023 -0.207 0.132 0.32
N 1.6423 -0.9922 -0.8741 0.856 1.122 -0.738 -0.42
O 0.0676 2.0763 1.7404 0.300 0.677 0.268 -0.45
H 0.1688 0.6289 -0.8969 0.571 -0.011 -0.534 0.37
H -0.3158 -1.1086 -0.7751 -1.059 0.773 0.050 0.28
H 2.5211 -2.8968 -1.2043 -0.244 0.413 -0.760 0.37
H -1.5398 0.8204 1.5695 0.253 0.652 0.298 0.30
H 1.7830 -0.8288 -1.8598 0.016 0.229 -0.079 0.24
H -0.0962 -1.1776 1.4209 -0.080 0.224 0.596 0.32
```
Positions in Å, forces in eV/Å.

Values from the calculation:
DFT total energy ... -364.1875 a.u.
Energy above the lowest of the compared OMol25 structures with the same formula, charge and spin ... 2.195 eV
HOMO ... -9.16 eV
2S+1 ... 1
Charge ... 0
SMILES ... CNCCC=O.O

***

3.
The following is a quantum chemistry calculation of a molecular structure, C30H68N2O14V at a distorted geometry, from the OMol25 dataset.

```
115
Properties=species:S:1:pos:R:3:forces:R:3:mulliken_spin:R:1
H 6.9499 0.7228 -2.1931 -0.401 -0.055 0.209 0.00
C -2.5678 2.7039 1.6632 0.627 -0.134 1.028 0.00
C 4.0200 3.8027 2.5457 1.423 0.216 -1.016 -0.02
H 1.5581 -4.1041 -2.3960 -0.276 -0.339 0.346 0.00
H 1.6968 7.0938 -3.5094 -0.178 0.759 0.246 0.00
C -2.6547 3.6003 0.4762 -0.358 -0.191 0.311 -0.02
H 4.2349 -3.7104 -2.8539 0.213 0.060 -0.047 0.00
C -5.2754 -4.8568 0.1659 -0.491 0.973 0.274 0.00
H 1.7233 -3.3414 -0.1328 -0.140 0.700 0.112 0.00
H -5.2677 -3.4522 -2.0566 -0.241 0.172 -0.143 0.00
O 0.7011 3.0425 0.8529 -0.337 -0.460 0.895 -0.03
C 4.4512 0.2002 -2.7711 0.425 0.989 0.183 0.00
H -6.0583 -5.2131 -0.5035 0.480 -0.208 -0.462 0.00
H 0.5981 0.6049 0.6261 0.346 -0.393 0.158 0.00
C 1.2219 6.1008 -1.6707 -2.916 -0.520 1.540 0.00
H 4.4740 -1.1684 -1.4389 0.172 -0.333 0.445 0.00
H -3.6329 -3.0513 -2.3801 0.386 0.013 0.314 0.00
H -0.1194 -3.0106 1.7317 0.230 -0.894 -0.354 0.00
H 2.9201 -4.9655 -1.5782 -0.218 -0.099 0.189 0.00
H 3.6554 -3.2415 0.7827 0.524 -0.098 0.335 0.00
V 1.7761 4.9590 0.6723 -1.217 -1.674 -2.191 3.00
H 4.6738 -0.5156 -3.5624 0.032 0.074 -0.226 0.00
H -0.4602 -1.9437 -0.1907 0.040 0.709 -0.087 0.00
H -2.0255 -1.1228 0.2643 0.275 0.060 0.142 0.00
H -1.3270 -2.0406 2.1667 -1.006 -0.142 0.202 0.00
H 4.2044 0.2011 2.2186 0.041 0.206 0.474 0.00
H 3.3853 0.4282 -2.7636 -0.205 0.084 -0.081 0.00
C 0.7832 6.7634 -3.0151 0.968 -1.289 0.206 0.00
H -1.7945 4.2696 0.4673 -0.013 0.110 0.058 0.02
C -1.7766 -5.1424 -1.4314 -1.370 -0.280 -1.433 0.00
C -4.3520 -3.1247 -1.5642 -0.945 -1.344 0.086 0.00
H -1.2993 -6.0803 -1.7154 0.136 -0.192 0.286 0.00
O 3.8210 -3.0874 -0.1503 -1.176 0.307 -0.489 0.00
C -4.0210 -4.2430 -0.4810 -0.936 0.496 -2.013 0.00
C -3.5130 1.4485 1.7307 -1.119 2.319 -0.361 0.00
C -1.5493 -1.9766 -0.2177 -0.252 -0.462 -1.548 0.00
C -2.8848 0.5477 2.8131 -0.664 0.255 0.070 0.00
H 4.0211 -1.7765 3.9783 -0.190 0.389 0.093 0.00
H -1.0512 -5.3167 0.4786 0.056 0.046 0.467 0.00
H 5.0180 -0.8956 1.2222 0.513 -0.248 -0.064 0.00
H -2.6556 1.2202 3.6397 0.005 -0.085 0.213 0.00
C -1.2060 -3.0603 1.8012 0.223 -0.341 0.790 0.00
H -1.5416 2.3838 -0.6855 0.209 -0.302 -0.055 0.00
O 4.5352 -3.1274 2.5605 -0.523 -0.782 -0.502 0.00
H -4.0160 -0.9573 0.4743 -0.437 -0.606 0.191 0.00
O 4.2217 5.2015 0.6044 1.229 -0.224 0.416 0.01
H 5.0054 1.8185 -3.9334 0.160 0.596 0.062 0.00
H -3.5407 -0.2314 3.2015 -0.146 -0.071 -0.190 0.00
H -4.9820 -5.6563 0.8462 -0.011 -0.023 -0.006 0.00
N -3.5715 0.8007 0.4075 1.726 1.686 -1.092 0.00
H -3.3251 -6.2861 -0.4788 -0.091 -0.113 -0.023 0.00
H -2.7477 3.4509 2.4364 -0.509 -0.737 1.018 0.00
H -3.5318 4.2082 0.6983 -0.392 0.169 -1.048 0.00
H -0.0156 7.4962 -2.9010 0.494 0.271 0.400 0.00
H -5.7668 1.3283 2.0864 0.149 -0.167 0.122 0.00
H 5.0102 2.2160 -2.1776 0.036 -0.010 0.088 0.00
H 4.9335 5.8369 2.3642 -0.035 -0.221 0.757 0.00
H 0.9521 0.8043 -1.0562 0.160 -0.036 -0.202 0.00
C -2.5634 2.7581 -0.7480 0.856 -0.178 -0.812 -0.01
H 2.4765 -1.9601 -1.1832 -0.898 -0.025 0.067 0.00
C -4.9638 2.0579 2.1911 1.653 -1.387 -0.298 0.00
C 4.8744 4.8863 1.8340 -1.505 -0.855 0.534 0.00
C 1.3803 0.9269 -0.0614 -0.401 0.369 -0.063 0.01
H -1.5560 -4.5228 -2.3006 -0.718 0.289 -0.308 0.00
C -2.8501 0.6009 -2.0363 -1.234 0.826 0.685 0.00
C 2.5549 -4.0138 -1.9644 -0.987 0.898 0.144 0.00
O 2.4573 3.0911 -0.3675 1.013 -0.137 -0.020 0.00
H 4.0524 2.8288 2.0572 0.130 0.254 -0.794 0.01
C 1.5529 2.3984 0.1639 -0.646 1.840 -0.032 -0.01
H 2.9972 -1.8164 2.5170 -0.013 -0.067 -0.017 0.00
H -5.5927 1.3915 -1.6329 -0.030 -0.008 -0.137 0.00
H 0.3754 6.0761 -3.7563 -0.128 -0.610 0.485 0.00
O 6.6471 1.1587 -2.9930 0.376 0.428 -0.251 0.00
H -1.9405 0.0914 2.5159 -0.057 0.108 -0.357 0.00
H 4.5453 3.5647 3.4706 -0.611 0.521 0.728 0.00
C -1.1301 -4.5285 -0.2702 0.302 0.783 2.247 0.00
C 4.8407 -0.6820 2.2763 -1.366 -0.377 0.288 0.00
O 4.8722 -0.2999 -1.5329 -0.195 -0.861 0.860 0.00
H -3.9476 -3.4586 2.2327 -0.279 0.308 0.403 0.00
H -5.2461 2.9161 1.5813 0.289 0.115 0.201 0.00
H 2.4505 3.8117 3.5105 -1.268 0.257 -0.057 0.00
H -1.5186 -3.8101 2.5280 0.212 0.092 0.280 0.00
H 6.6209 -1.0702 2.7771 0.487 0.161 0.211 0.00
C 5.2700 1.4749 -2.9334 -0.434 -1.000 -1.100 0.00
O 2.2571 6.3164 -1.0547 3.875 1.998 -0.608 0.02
H -1.5312 2.4288 1.8575 0.133 -0.440 -0.388 0.00
N -3.2391 -3.6518 0.5563 1.168 -1.786 1.339 0.00
C -3.5145 1.5590 -0.9212 0.228 0.195 0.219 0.00
O -3.9004 -2.8538 1.4886 -0.514 0.299 -0.225 0.00
C -1.8684 -3.3047 0.4515 1.766 -0.107 -0.959 0.00
H -0.1042 -4.2438 -0.5040 -0.016 0.197 0.014 0.00
H -2.9083 1.1239 -2.9908 0.423 0.307 0.014 0.00
H 5.4846 -3.2462 2.6389 0.012 0.456 0.207 0.00
O -4.5508 -0.1676 0.3651 -0.645 -0.626 0.007 0.00
H -2.5262 3.4125 -1.6189 -0.417 -0.285 -0.407 0.00
O 6.0010 -0.3868 3.0424 -0.207 -0.320 -0.590 0.00
H 4.8714 5.8062 0.2385 -0.589 0.385 -1.020 0.00
H -5.3465 2.7983 -0.6354 0.211 -0.163 0.376 0.00
H -1.8299 0.3174 -1.7778 0.003 0.394 0.029 0.00
H -4.5476 -2.1417 -1.1359 0.110 -0.136 0.089 0.00
H -3.7310 -5.7372 -2.1241 -0.483 0.178 0.214 0.00
H -4.7822 2.8644 -2.2337 0.402 -0.359 -0.286 0.00
H -5.7941 -4.0863 0.7363 0.057 0.003 0.212 0.00
C -4.8735 2.1751 -1.3942 -0.127 -0.784 0.434 0.00
H 5.8883 4.5003 1.7293 0.031 -0.165 -0.322 0.00
C 2.5035 -2.9815 -0.8035 2.330 -1.680 -0.699 0.00
C 4.0207 -1.8483 2.8907 1.088 0.693 -0.026 0.00
H -1.8621 -1.9687 -1.2619 0.090 0.066 -0.128 0.00
O 3.3061 -3.6176 -3.0779 0.742 0.379 -0.150 0.00
C -3.2985 -5.4422 -1.1681 1.937 1.105 0.214 0.00
O 2.6248 4.1727 2.6383 1.785 0.137 0.897 0.01
H -3.3736 -0.3285 -2.2605 -0.406 -0.039 0.554 0.00
H 2.3339 0.4014 -0.0118 -0.126 -0.104 0.120 0.00
O 0.4241 5.3977 -0.9438 -1.482 -0.429 -1.096 -0.02
H -4.8072 2.3064 3.2408 -0.414 0.302 -0.018 0.00
```
Positions in Å, forces in eV/Å.

Values from the calculation:
DFT total energy ... -3290.5660 a.u.
HOMO (spin up / spin down) ... -7.32 / -7.67 eV
2S+1 ... 4
Charge ... 0

***

4.
The following is a quantum chemistry calculation of C3H5NS3 in the gas phase at a distorted geometry, from the OMol25 dataset.

```
12
Properties=species:S:1:pos:R:3:forces:R:3:mulliken_charge:R:1
S -1.5934 0.4641 0.8706 0.303 0.059 -0.165 -0.14
H -1.0212 -1.3688 2.2051 -0.346 -1.925 0.116 0.36
C -0.2848 0.1151 -0.2933 -0.144 0.016 0.296 0.53
C 0.7152 -0.1286 2.1525 -0.790 1.552 -0.352 -0.53
C -0.7790 -0.3606 2.2630 -0.169 2.164 0.424 -0.62
S 0.6231 0.1070 -2.7433 -0.429 0.088 -0.602 -0.08
N -0.4844 0.3101 -1.5193 -0.229 0.048 0.139 -0.41
H 0.9417 0.9352 2.3713 -0.050 -0.606 -0.100 0.30
H 1.7517 -0.1033 -2.0853 0.602 -0.129 0.452 0.06
H 1.2156 -0.7412 2.8546 0.803 -0.746 0.494 0.37
S 1.2070 -0.4922 0.4577 0.137 -0.142 -0.087 -0.19
H -1.1921 0.0887 3.1956 0.311 -0.380 -0.617 0.34
```
Positions in Å, forces in eV/Å.

Values from the calculation:
DFT total energy ... -1366.6072 a.u.
Energy above the lowest of the compared OMol25 structures with the same formula, charge and spin ... 0.184 eV
HOMO ... -8.31 eV
2S+1 ... 1
Charge ... 0
SMILES ... SN=C1SCCS1

***

5.
The following is a quantum chemistry calculation of a molecular structure, C4H11CuO3 at a distorted geometry, from the OMol25 dataset.

```
19
Properties=species:S:1:pos:R:3:forces:R:3:mulliken_spin:R:1
C -2.9402 -0.2283 -0.4898 -0.623 0.089 -0.589 0.00
H 1.9478 0.1011 2.3006 -0.652 -0.015 0.050 0.00
H -1.1057 -1.2122 1.4848 3.119 2.561 -0.028 -0.01
H 0.8155 0.3057 -2.2279 0.073 0.081 0.238 0.00
H 1.3133 -1.1944 -0.3973 0.216 0.204 0.049 0.00
H -2.8724 -1.1821 -1.0373 0.012 0.276 0.321 0.00
C 1.1173 1.1451 -1.5866 0.227 0.059 -0.801 0.00
C 1.6775 -0.3452 0.2027 0.366 -0.692 -0.281 0.00
O -1.9973 -0.1473 0.5491 -0.310 -0.959 0.920 0.26
H 1.7499 -1.6161 1.9221 -0.033 0.305 -0.084 0.01
H 2.7486 -0.1797 0.0193 -0.267 -0.057 0.029 0.00
C 1.3904 -0.6070 1.6677 0.373 -1.156 -0.528 0.00
H 0.4800 2.0009 -1.8271 0.237 -0.091 0.185 0.00
Cu -0.6598 0.9947 0.8334 -0.645 0.067 0.135 0.60
H -3.9511 -0.0957 -0.0681 0.336 -0.202 -0.121 0.02
O 0.9430 0.8142 -0.2109 0.685 0.526 -0.207 0.01
H -2.8232 0.5837 -1.2271 0.168 -0.125 0.210 0.02
H 2.1734 1.3795 -1.7749 -0.315 0.040 0.032 0.00
O -0.0071 -0.5168 1.8672 -2.969 -0.912 0.470 0.10
```
Positions in Å, forces in eV/Å.

Values from the calculation:
DFT total energy ... -2024.7908 a.u.
Energy above the lowest of the compared OMol25 structures with the same formula, charge and spin ... 2.159 eV
HOMO (spin up / spin down) ... -14.44 / -14.15 eV
2S+1 ... 2
Charge ... +1